The following is a quantum chemistry calculation of a single C19H24N6S molecule in a non-equilibrium geometry, from the Open Molecules 2025 dataset.

Atoms and positions in Å:
C1 -0.87010 0.98999 6.63291
C2 -0.55137 1.49559 5.23405
C3 0.62885 1.17573 4.59201
C4 0.81840 1.63357 3.21242
N1 0.08756 2.61770 2.67620
N2 0.23954 2.85174 1.31446
C5 1.11874 2.03542 0.76358
N3 1.33633 1.94426 -0.65181
C6 2.04210 0.77664 -1.20578
C7 0.89852 -0.21270 -1.66677
C8 -0.00697 0.41078 -2.77548
N4 -0.88671 -0.55996 -3.44805
C9 -1.51685 -1.67605 -2.65105
C10 -2.69379 -2.13310 -3.54582
C11 -2.27483 -2.71644 -4.97406
C12 -1.50838 -1.56939 -5.58906
C13 -0.40233 -0.96401 -4.75043
C14 -0.71592 1.58930 -2.10281
C15 0.34244 2.55316 -1.48872
S1 1.78014 0.95366 1.95650
N5 1.43489 0.20407 5.16310
N6 2.50544 -0.38036 4.60064
C16 3.06917 -1.09458 5.51393
C17 2.19350 -1.16819 6.69683
C18 1.24569 -0.27868 6.44080
C19 0.07529 0.11667 7.20130
H1 -1.85668 1.23125 7.03478
H2 -1.22576 2.22140 4.83213
H3 2.78634 0.11949 -0.62012
H4 2.60068 1.14142 -2.06164
H5 1.38115 -1.11134 -1.98383
H6 0.28231 -0.56046 -0.91704
H7 0.70310 0.96579 -3.40444
H8 -0.83273 -2.44277 -2.38296
H9 -1.96279 -1.27020 -1.74342
H10 -3.25069 -2.92406 -3.12932
H11 -3.33515 -1.24589 -3.75049
H12 -1.79482 -3.71996 -4.94311
H13 -3.12017 -2.99727 -5.60426
H14 -1.14424 -1.82018 -6.63787
H15 -2.25808 -0.88408 -5.74911
H16 0.46157 -1.60164 -4.53451
H17 -0.16541 -0.06568 -5.31825
H18 -1.43265 1.23549 -1.40343
H19 -1.11944 2.18424 -2.92058
H20 -0.23679 3.30199 -0.97054
H21 0.73344 3.14461 -2.34479
H22 4.00464 -1.59118 5.47945
H23 2.29714 -1.63843 7.67066
H24 0.09571 -0.26736 8.25378

Results
- spin multiplicity = 1
- HOMO energy (eV) = -7.72
- gap between HOMO and LUMO (eV) = 7.71
- SMILES = c1cc(-c2nnc(N3CCC(N4CCCCC4)CC3)s2)n2nccc2c1
- charge = 0

Atomic partial charges in e from the Mulliken method, atoms 1 to 2: number 1, C, carries -0.51; number 2, C, carries -0.62



The following is a quantum chemistry calculation of a single C19H19FN2O3S molecule in a non-equilibrium geometry, from the Open Molecules 2025 dataset.

Atoms and positions in Å:
C1 -5.36081 -1.53967 -2.30596
C2 -4.51016 -1.69245 -1.05990
O1 -3.59663 -0.59719 -1.00458
C3 -2.78771 -0.55372 0.05890
O2 -2.81984 -1.39530 0.94569
C4 -1.86573 0.55868 -0.00533
C5 -1.54425 1.30146 -1.14236
C6 -0.53332 2.17385 -0.75658
S1 0.49909 3.40465 -1.40040
C7 1.26891 3.59748 0.16768
C8 2.36248 4.59168 0.31158
C9 0.76119 2.77449 1.12355
C10 -0.26578 1.95688 0.60522
N1 -1.08900 0.98419 1.05843
C11 -1.08844 0.49910 2.41564
C12 0.08942 -0.48193 2.57377
O3 1.14051 -0.16073 3.08277
N2 -0.17468 -1.68718 2.04440
C13 0.87238 -2.65733 1.83084
C14 1.66819 -2.38955 0.57170
C15 2.95796 -2.89436 0.45415
C16 3.71349 -2.65507 -0.67830
C17 3.16529 -1.89287 -1.69397
F1 3.89999 -1.64695 -2.79985
C18 1.88625 -1.37798 -1.60671
C19 1.14149 -1.63709 -0.46990
H1 -4.73127 -1.54339 -3.19151
H2 -6.06778 -2.36169 -2.36790
H3 -5.90702 -0.60103 -2.27226
H4 -5.12549 -1.68766 -0.15279
H5 -3.94042 -2.62908 -1.07744
H6 -1.99215 1.18308 -2.10747
H7 3.18170 4.35846 -0.36800
H8 2.00536 5.59235 0.06876
H9 2.73877 4.58745 1.33133
H10 1.12448 2.73435 2.13367
H11 -2.03485 0.00363 2.63237
H12 -0.93858 1.34371 3.09239
H13 -1.09113 -1.84708 1.63841
H14 0.42289 -3.65356 1.78619
H15 1.54882 -2.61444 2.69009
H16 3.37723 -3.47725 1.26057
H17 4.71578 -3.04060 -0.77770
H18 1.48640 -0.78415 -2.41340
H19 0.14076 -1.23856 -0.40129

Results
- spin multiplicity = 1
- HOMO energy (eV) = -8.07
- gap between HOMO and LUMO (eV) = 8.48
- SMILES = CCOC(=O)c1cc2sc(C)cc2n1CC(=O)NCc1ccc(F)cc1
- charge = 0

Atomic partial charges in e from the Mulliken method, atoms 1 to 2: number 1, C, carries -1.26; number 2, C, carries -0.20



The following is a quantum chemistry calculation of a molecular structure, C12H16BCrF2N3O22S2 in a non-equilibrium geometry, from the Open Molecules 2025 dataset.

Atoms and positions in Å:
Cr1 -7.90718 1.91177 18.68335
O1 -0.73657 -1.85788 20.23186
C1 -1.77632 -2.08526 19.62908
O2 -3.04634 -1.93598 20.11971
B1 -3.97189 -2.02634 18.99004
O3 -3.17747 -2.52328 17.84680
C2 -1.88648 -2.56906 18.13547
O4 -0.96052 -2.98846 17.39816
O5 -4.56209 -0.67225 18.69212
C3 -5.90068 -0.72855 18.62159
O6 -6.67294 0.14776 18.35932
C4 -6.30084 -2.19316 18.87669
O7 -5.14911 -2.87547 19.16572
O8 -7.46398 -2.61158 18.83302
N1 -7.32967 2.45767 20.49120
S1 -6.59674 3.67657 21.11044
O9 -5.12372 3.61017 21.01979
O10 -7.25727 4.28336 22.22701
F1 -6.99134 4.68868 19.89360
S2 -6.92845 1.40075 21.85844
O11 -7.61683 1.76836 23.11399
O12 -5.48698 1.04312 21.85589
F2 -7.67928 0.07126 21.24167
N2 -8.91619 0.79315 15.76268
O13 -9.10078 1.40559 16.78980
O14 -9.55984 -0.25739 15.60000
O15 -7.97456 1.18513 15.04301
N3 -5.60434 3.27104 16.77048
O16 -4.41120 3.52504 16.96731
O17 -6.40527 3.05679 17.66097
O18 -6.01775 3.13521 15.61979
O19 -9.36047 3.69204 18.41677
C5 -9.94194 4.70509 18.01484
O20 -11.13093 5.07893 18.41413
C6 -11.86199 4.59451 19.53392
C7 -13.02634 5.53431 19.72463
C8 -9.48702 5.60554 16.97808
H1 -11.28749 4.59439 20.46025
H2 -12.18599 3.61506 19.18205
H3 -13.67102 5.67082 18.85639
H4 -12.78470 6.57526 19.93941
H5 -13.66163 5.19499 20.54278
H6 -8.82463 6.38980 17.34453
H7 -10.28741 6.01492 16.36174
H8 -8.96991 5.01850 16.21907
O21 -9.62293 0.59948 19.51891
C9 -10.58105 -0.12707 19.73226
O22 -11.29312 -0.24337 20.85599
C10 -10.94469 0.52363 22.03913
C11 -11.98829 0.23142 23.10009
C12 -11.22045 -0.99976 18.67203
H9 -10.97062 1.60142 21.87849
H10 -9.93146 0.26370 22.34555
H11 -11.79920 0.97824 23.87121
H12 -12.25600 -0.80810 23.28933
H13 -12.93997 0.57799 22.69725
H14 -10.54989 -1.07579 17.81607
H15 -12.21568 -0.61013 18.45798
H16 -11.48637 -1.98455 19.05618

Results
- spin multiplicity = 5
- HOMO energy (spin up / spin down) (eV) = -3.04 / -3.06
- gap between HOMO and LUMO (spin up / spin down) (eV) = 6.52 / 6.54
- charge = -2

Atomic partial charges in e from the Mulliken method, atoms 1 to 2: number 1, Cr, carries 0.86; number 2, O, carries -0.61



The following is a quantum chemistry calculation of a single C2H4N4S2 molecule in a non-equilibrium geometry, from the Open Molecules 2025 dataset.

Atoms and positions in Å:
C1 0.86238 -0.62758 0.62589
C2 -0.70675 0.47394 -1.30421
N1 0.43894 -0.77208 1.93180
N2 -0.77127 -0.20306 1.97195
N3 -1.31261 0.04727 0.74354
N4 -0.31102 -0.20913 -0.08766
S1 2.67162 -0.64699 -0.09744
S2 3.11860 0.17296 -2.01484
H1 -1.84273 0.25624 -1.39480
H2 -0.64406 1.54563 -0.94955
H3 -0.23108 0.12072 -2.25047
H4 -1.27201 -0.15792 2.82579

Results
- spin multiplicity = 3
- HOMO energy (spin up / spin down) (eV) = -5.95 / -9.71
- gap between HOMO and LUMO (spin up / spin down) (eV) = 5.09 / 7.02
- charge = 0

Atomic partial charges in e from the Mulliken method, atoms 1 to 2: number 1, C, carries 0.40; number 2, C, carries -0.70



The following is a quantum chemistry calculation of a single C5H9NSi molecule in a non-equilibrium geometry, from the Open Molecules 2025 dataset.

Atoms and positions in Å:
C1 -1.13458 1.56871 -0.75044
C2 -0.38652 0.94171 -1.72026
C3 -1.17320 0.98906 0.58393
C4 0.34886 -0.25639 -1.35801
C5 0.03986 -0.76882 0.03904
N1 -1.76740 1.29467 1.59234
Si1 1.35040 -1.08026 1.29867
H1 -1.75481 2.44666 -1.01409
H2 -0.36787 1.16251 -2.74594
H3 0.11926 -0.98879 -2.07530
H4 1.45504 -0.17366 -1.34103
H5 -0.48033 -1.67275 0.09155
H6 -1.76818 0.68711 2.42610
H7 1.16969 -2.48673 1.56346
H8 1.50249 -0.46759 2.60409
H9 2.84728 -1.19543 0.80589

Results
- spin multiplicity = 1
- HOMO energy (eV) = -8.45
- gap between HOMO and LUMO (eV) = 8.98
- charge = 0

Atomic partial charges in e from the Mulliken method, atoms 1 to 2: number 1, C, carries -0.45; number 2, C, carries -0.30



The following is a quantum chemistry calculation of a single C5H7N3S2 molecule in a non-equilibrium geometry, from the Open Molecules 2025 dataset.

Atoms and positions in Å:
C1 -0.75888 0.67850 -1.74556
N1 0.55309 0.89230 -1.18677
N2 1.33191 1.76191 -1.97030
C2 1.03087 0.46568 -0.03587
S1 2.46304 0.79547 0.63049
C3 -0.11303 -0.60741 0.99701
C4 -0.19460 -0.56507 2.34907
N3 -0.92154 -1.56950 2.89234
C5 -1.35792 -2.38405 2.00665
S2 -0.92213 -1.98894 0.36555
H1 -1.37351 0.10067 -1.06448
H2 -1.22069 1.64929 -1.92850
H3 -0.66590 0.15679 -2.70028
H4 2.06774 1.24623 -2.45122
H5 1.78761 2.44219 -1.36109
H6 0.24360 0.17829 2.98686
H7 -1.94965 -3.25233 2.21609

Results
- spin multiplicity = 1
- HOMO energy (eV) = -8.54
- gap between HOMO and LUMO (eV) = 9.10
- SMILES = CN(N)C(=S)c1cncs1
- charge = 0

Atomic partial charges in e from the Mulliken method, atoms 1 to 2: number 1, C, carries -0.84; number 2, N, carries 0.37



The following is a quantum chemistry calculation of 2 unconnected molecules or ions with the total composition C6H4N8O in a non-equilibrium geometry, from the Open Molecules 2025 dataset.

Atoms and positions in Å:
C1 -2.20094 -0.32454 0.07186
C2 1.99026 -0.92395 0.11336
C3 -2.55910 1.04548 0.01646
C4 1.99232 0.46700 -0.32899
C5 -0.43052 0.88676 -0.25408
C6 0.88194 1.33942 -0.45278
N1 -0.88410 -0.32706 -0.19910
N2 3.26437 -1.28456 0.09400
N3 3.25289 0.87694 -0.48778
N4 1.09478 2.51882 -0.90239
N5 0.39134 2.48645 1.68548
N6 1.43043 3.51203 -1.20145
N7 -0.39722 2.55414 2.43917
N8 4.00177 -0.17884 -0.28249
O1 -1.45273 1.72849 -0.10072
H1 -2.96518 -1.06472 0.11991
H2 1.09983 -1.54642 0.11504
H3 -3.49324 1.76572 0.15259
H4 5.06221 -0.22588 -0.31677

Results
- spin multiplicity = 1
- HOMO energy (eV) = -7.74
- gap between HOMO and LUMO (eV) = 8.44
- charge = 0

Atomic partial charges in e from the Mulliken method, atoms 1 to 2: number 1, C, carries -0.40; number 2, C, carries 0.01



The following is a quantum chemistry calculation of a molecular structure, C39H47N4P2PbS5SbSi2Te in a non-equilibrium geometry, from the Open Molecules 2025 dataset.

Atoms and positions in Å:
Pb1 0.80123 0.14917 -0.59574
C1 0.36541 -2.27415 -3.78432
Si1 -0.92104 -2.54307 -2.49069
C2 -0.60044 -4.06009 -1.46417
C3 -2.50262 -2.92583 -3.52036
N1 -1.10728 -1.14916 -1.49250
P1 -2.23457 -0.11864 -1.01072
C4 -1.50558 1.08186 -0.11647
P2 -1.22691 0.80787 1.51085
N2 0.02813 -0.23385 1.64013
Si2 0.93461 -1.10651 2.75446
C5 2.71336 -0.55102 2.64003
C6 0.92442 -2.95118 2.27705
C7 0.37919 -0.90962 4.52068
C8 -2.60706 0.32606 2.68440
C9 -3.47999 1.32687 3.03259
C10 -4.61237 1.00960 3.78783
C11 -4.83511 -0.29664 4.22047
C12 -3.97570 -1.31290 3.75050
C13 -2.88054 -1.01232 2.98281
C14 -0.73869 2.41986 2.21934
C15 -0.50048 2.57347 3.56842
C16 -0.17997 3.81311 4.08889
C17 -0.03361 4.88105 3.22524
C18 -0.25014 4.74733 1.86214
C19 -0.61342 3.51924 1.38946
C20 -3.68577 -0.90047 -0.22637
C21 -3.96681 -2.26213 -0.21584
C22 -5.15503 -2.70181 0.32189
C23 -6.08804 -1.82926 0.89072
C24 -5.75072 -0.45981 0.96128
C25 -4.59006 -0.01213 0.38465
C26 -3.16900 0.54735 -2.42241
C27 -4.31762 -0.10831 -2.90957
C28 -4.93217 0.36219 -4.05037
C29 -4.42865 1.48553 -4.68311
C30 -3.27181 2.10303 -4.21033
C31 -2.64771 1.64287 -3.09175
H1 0.58884 -3.15520 -4.47649
H2 -0.06384 -1.50174 -4.45399
H3 1.33537 -1.95637 -3.35531
H4 -0.83201 -4.94470 -2.10218
H5 0.42190 -4.18236 -1.17093
H6 -1.24824 -4.10018 -0.57191
H7 -2.31004 -3.80642 -4.14837
H8 -3.38302 -3.19616 -2.94091
H9 -2.76828 -2.07669 -4.18914
H10 3.04891 -0.37819 1.61923
H11 2.86790 0.33160 3.25608
H12 3.34674 -1.33530 3.09836
H13 1.36076 -3.00435 1.24215
H14 1.47802 -3.61463 2.91163
H15 -0.07488 -3.39824 2.25907
H16 0.81929 0.00055 4.96415
H17 -0.68361 -0.88400 4.66525
H18 0.69749 -1.72944 5.19254
H19 -3.43754 2.38238 2.75568
H20 -5.34366 1.80119 3.93211
H21 -5.69328 -0.55518 4.82753
H22 -4.13649 -2.31057 4.07710
H23 -2.15582 -1.81123 2.72926
H24 -0.53631 1.65661 4.16306
H25 -0.03206 3.94226 5.19111
H26 0.19678 5.87715 3.57488
H27 -0.12588 5.59887 1.25062
H28 -0.87515 3.34918 0.37905
H29 -3.21257 -2.90626 -0.61584
H30 -5.40324 -3.75997 0.37178
H31 -7.02308 -2.17876 1.28350
H32 -6.42057 0.25626 1.42176
H33 -4.37022 1.06795 0.35570
H34 -4.73018 -0.95258 -2.38235
H35 -5.77843 -0.18252 -4.45401
H36 -5.07138 1.81247 -5.49991
H37 -2.93390 2.94562 -4.78268
H38 -1.76573 2.10436 -2.68915
S1 4.29296 2.82321 -6.16697
Sb1 3.01008 1.03947 -5.76287
S2 2.38046 1.02166 -3.55009
S3 3.56730 -2.75026 -0.66107
C32 3.30533 4.09047 -2.56088
N3 4.38569 3.28245 -2.01779
C33 5.57184 2.91166 -2.64644
C34 6.15836 1.99459 -1.86419
N4 5.42394 1.88906 -0.70359
C35 4.28727 2.64381 -0.85611
S4 3.01836 2.55358 0.27644
H39 3.48277 4.19725 -3.61170
H40 3.36187 5.06000 -2.02426
H41 2.31113 3.61649 -2.34999
H42 5.83656 3.33542 -3.63783
H43 7.16848 1.59406 -1.90467
H44 5.52442 1.29471 0.11457
Te1 5.30714 -1.44246 -1.36653
C36 6.89332 -2.11504 -0.21012
C37 8.06020 -1.42491 -0.17005
C38 8.96809 -1.89653 0.79889
C39 8.46938 -3.00558 1.43149
S5 6.95840 -3.49823 0.82967
H45 8.22485 -0.49281 -0.73150
H46 9.89718 -1.43767 1.08741
H47 9.04455 -3.56734 2.14065

Results
- spin multiplicity = 2
- HOMO energy (spin up / spin down) (eV) = -4.94 / -4.94
- gap between HOMO and LUMO (spin up / spin down) (eV) = 6.76 / 4.81
- charge = -1

Atomic partial charges in e from the Mulliken method, atoms 1 to 2: number 1, Pb, carries 0.54; number 2, C, carries -0.84